1.
3 unconnected molecules or ions with the total composition C2H9NO4, computed with wB97M-V/def2-TZVPD.

```
16
Properties=species:S:1:pos:R:3
N 1.823 0.984 1.172
C 0.645 0.368 1.679
C -0.055 -0.589 0.671
O 0.402 -0.858 -0.394
O -1.171 -1.190 1.132
H 1.741 1.941 0.901
H 2.586 0.371 0.948
H -0.034 1.097 2.129
H 0.883 -0.332 2.484
H -1.496 -0.741 1.923
O 0.033 3.328 -0.630
H 0.122 3.024 -1.542
H -0.903 3.555 -0.589
O -1.241 -3.919 -3.195
H -1.394 -3.498 -4.050
H -1.941 -3.540 -2.640
```

Calculated values
total charge	0
lowest unoccupied orbital energy	0.5	eV
HOMO energy	-8.91	eV
structure (SMILES)	NCC(=O)O.O.O

Atom charges from the Löwdin analysis, given in e for atoms 1 to 5: atom 1 (N): 0.02, atom 2 (C): -0.21, atom 3 (C): -0.53, atom 4 (O): 0.12, atom 5 (O): 0.09



2.
2 unconnected molecules or ions with the total composition C2H9NOS, computed with wB97M-V/def2-TZVPD.

```
14
Properties=species:S:1:pos:R:3
N -4.291 2.259 -0.993
C -3.978 1.284 -1.994
O -2.787 0.507 -1.733
H -3.628 3.026 -0.965
H -4.342 1.874 -0.059
H -3.900 1.769 -2.965
H -4.788 0.561 -1.971
H -2.382 1.020 -1.018
C 4.160 -0.714 0.799
S 3.288 -1.805 1.993
H 5.135 -0.395 1.130
H 3.506 0.113 0.546
H 4.205 -1.387 -0.046
H 4.027 -1.502 3.065
```

Calculated values
total charge	0
lowest unoccupied orbital energy	0.8	eV
HOMO energy	-9.04	eV
structure (SMILES)	NCO.CS

Atom charges from the Löwdin analysis, given in e for atoms 1 to 5: atom 1 (N): 0.01, atom 2 (C): -0.34, atom 3 (O): -0.09, atom 4 (H): 0.07, atom 5 (H): 0.07



> Which value of HOMO energy does entry 1 give?

-8.91 eV



> What is the formula in the first record?

C2H9NO4



> Number 1 is which compound?

C2H9NO4